# C6H14NO

A molecular structure, C6H14NO at a distorted geometry (ωB97M-V/def2-TZVPD, OMol25).

XYZ file:
```
22
Properties=species:S:1:pos:R:3:forces:R:3:lowdin_spin:R:1
C -1.95413 -0.76720 -0.86884 0.7 -0.4 -0.4 0.0731
C 1.86279 -0.62474 -0.64866 -1.4 1.0 1.0 0.0052
N 0.07215 0.01355 1.01869 -3.3 -3.6 1.0 0.1443
H -0.98940 -0.57429 1.09750 2.7 -0.7 2.9 0.0009
H 0.31077 -1.88719 0.10456 -0.2 -0.1 0.1 0.0047
C -1.05629 0.31761 0.18662 0.5 5.5 -3.4 0.1585
C -1.92709 1.37398 0.91034 -0.1 -0.4 -0.5 0.0066
H 1.15054 -0.37622 -1.43939 0.5 0.0 -0.6 0.0003
H -0.67005 0.90244 -0.65455 -0.1 -0.4 -0.7 0.0207
C 2.60856 0.65668 -0.22972 0.4 -1.0 -0.4 0.0024
H 3.15146 1.07394 -1.07740 -0.2 0.3 0.0 0.0001
H 1.49978 -1.46326 1.31164 -0.1 0.0 0.2 -0.0006
H -1.49526 -1.75272 -0.71736 0.1 -0.3 0.5 0.0273
H -2.93149 1.01706 1.08003 -0.2 0.0 0.3 0.0013
H -1.43950 1.68822 1.82756 0.0 -0.1 0.1 -0.0004
H 1.89454 1.34783 0.19807 0.0 0.4 -0.1 0.0015
O -3.17605 -0.63552 -0.53626 -1.0 0.0 0.5 0.5373
H -1.97294 2.22636 0.23946 -0.2 0.2 0.1 0.0032
H 3.35457 0.43310 0.53290 0.0 0.0 0.1 0.0000
H 2.48782 -1.45889 -0.94679 0.1 0.0 -0.1 -0.0001
C 0.90214 -1.06005 0.49485 1.7 -0.5 -0.6 0.0148
H -1.68293 -0.45068 -1.88324 0.1 0.4 0.0 -0.0010
```
Positions in Å, forces in eV/Å.

Properties
E_LUMO (alpha / beta) = 0.70 / -1.56 eV
<S²> = 0.77
Energy above the lowest of the compared OMol25 structures with the same formula, charge and spin = 94.9 kcal per mole
E_tot = -366.7787 Eh
Orbital gap (alpha / beta) = 9.68 / 7.95 eV
Molar mass = 116.18 g mol⁻¹
Multiplicity = 2

=====

# C6H14NO

2 unconnected molecules or ions with the total composition C6H14NO at a distorted geometry (ωB97M-V/def2-TZVPD, OMol25).

XYZ file:
```
22
Properties=species:S:1:pos:R:3:forces:R:3:lowdin_charge:R:1
C 1.08330 -1.32629 0.36913 -1.8 -1.9 1.1 0.0580
H 2.29899 1.20143 -1.68322 0.3 0.0 0.6 0.1026
C 3.17369 1.10618 -1.01484 -0.7 -1.3 0.5 -0.0251
N 3.05189 -0.08749 -0.12480 1.9 -0.4 -1.3 -0.0199
H 3.58602 0.00813 0.74258 -0.8 -0.1 0.0 0.1462
C -1.35683 -1.36598 -1.10793 -1.5 1.4 2.9 -0.0613
H -0.79426 2.27258 1.02280 1.6 1.1 -0.8 0.0414
C -1.58931 0.04746 -0.80314 0.3 -1.4 -0.6 -0.0055
H -0.45289 -0.17382 1.02580 -1.4 0.4 -1.4 0.1597
H 4.00710 0.88244 -1.63249 0.8 0.0 -0.6 0.0765
H 3.37306 1.96481 -0.42107 -0.1 1.0 0.2 0.0747
C -1.63774 1.70377 1.22115 -2.4 -1.2 1.1 -0.0666
H -2.54981 2.19909 0.83720 0.5 0.0 0.3 0.0908
H -2.07366 -0.45108 1.11306 -1.3 -1.1 0.9 0.1126
H -1.01032 -1.53846 -2.06582 -0.3 -1.0 -2.1 0.0609
O 1.69000 -0.31501 0.08752 -0.6 3.3 -0.7 -0.0815
H -1.70056 0.82490 -1.64487 0.7 -1.0 1.6 0.1687
C -1.53876 0.29199 0.60764 2.3 1.9 0.9 -0.2576
H -0.37210 -1.50963 -0.40574 0.2 0.1 0.0 0.0549
H -2.08040 -2.07792 -0.51661 1.6 1.1 -1.5 0.1704
H 1.63274 -2.19398 0.67303 0.9 -0.7 0.2 0.0929
H -1.70246 1.69193 2.35355 -0.1 -0.3 -1.4 0.1072
```
Positions in Å, forces in eV/Å.

Properties
E_LUMO (alpha / beta) = -4.92 / -4.92 eV
Energy above the lowest of the compared OMol25 structures with the same formula, charge and spin = 183.0 kcal per mole
E_tot = -366.4756 Eh
Orbital gap (alpha / beta) = 8.22 / 8.22 eV
Charge = +1
Molar mass = 116.18 g mol⁻¹
Multiplicity = 1